(1)
A 2-piece molecular cluster, C4H10O overall at a distorted geometry, computed with ωB97M-V/def2-TZVPD.

Computed properties:
- DFT total energy (eV) = -6355.25132
- HOMO (Eh) = -0.3648
- LUMO (eV) = 1.09
- energy relative to the best compared isomer or geometry (same formula, charge and spin) (kJ/mol) = 246.2
- structure (SMILES) = C=C.CCO
- Kohn-Sham gap (eV) = 11.014

The geometry in ORCA input format:
```
! wB97M-V def2-TZVPD RIJCOSX def2/J DEFGRID3
* xyz 0 1
C 0.688 6.281 -0.020
C 0.631 6.965 1.121
H -0.043 5.519 -0.237
H 1.368 6.478 -0.849
H -0.252 7.428 1.526
H 1.521 7.611 1.058
C -0.506 -3.079 0.357
C 0.150 -4.292 -0.248
O -0.778 -5.031 -1.045
H -1.068 -3.341 1.261
H 0.145 -2.232 0.649
H -1.266 -2.704 -0.345
H 0.442 -4.924 0.591
H 1.063 -4.113 -0.827
H -1.078 -4.559 -1.827
*
```

***

(2)
An isolated molecule of C18H15N5O at a distorted geometry, computed with ωB97M-V/def2-TZVPD.

Computed properties:
- DFT total energy (eV) = -28404.84297
- HOMO (Eh) = -0.3017
- LUMO (eV) = -0.21
- energy relative to the best compared isomer or geometry (same formula, charge and spin) (kJ/mol) = 292.2
- structure (SMILES) = Oc1c(-c2nnc(CCc3ccccc3)[nH]2)ncc2cccnc12
- Kohn-Sham gap (eV) = 8.004

The geometry in ORCA input format:
```
! wB97M-V def2-TZVPD RIJCOSX def2/J DEFGRID3
* xyz 0 1
O 0.915 -3.270 0.049
C -0.311 -2.980 -0.257
C -0.647 -1.705 -0.686
C 0.346 -0.735 -0.939
N 1.575 -0.984 -1.419
N 2.002 0.328 -1.791
C 1.123 1.209 -1.601
C 1.588 2.643 -1.709
C 2.672 3.049 -0.677
C 2.114 3.446 0.652
C 1.852 4.758 0.927
C 1.247 5.269 2.072
C 0.845 4.252 2.945
C 1.102 2.940 2.796
C 1.528 2.512 1.558
N 0.037 0.656 -1.118
N -1.906 -1.262 -0.906
C -2.924 -2.190 -1.005
C -2.672 -3.538 -0.612
C -3.729 -4.435 -0.653
C -3.372 -5.720 -0.316
C -2.125 -6.107 0.107
N -1.216 -5.175 0.154
C -1.388 -3.908 -0.201
H 1.481 -2.616 -0.475
H 2.036 2.767 -2.661
H 0.770 3.376 -1.567
H 3.306 2.245 -0.583
H 3.305 3.984 -0.928
H 2.069 5.557 0.348
H 1.219 6.234 2.419
H 0.372 4.485 3.913
H 0.845 2.293 3.596
H 1.513 1.441 1.300
H -0.724 1.201 -0.647
H -3.978 -2.054 -1.242
H -4.751 -4.307 -0.967
H -4.154 -6.499 -0.344
H -1.965 -7.160 0.466
*
```

***

(3)
An isolated molecule of C19H21N5O3 at a distorted geometry, computed with ωB97M-V/def2-TZVPD.

Computed properties:
- DFT total energy (eV) = -33633.41442
- HOMO (Eh) = -0.2763
- LUMO (eV) = -0.35
- energy relative to the best compared isomer or geometry (same formula, charge and spin) (kJ/mol) = 584.8
- structure (SMILES) = CCN(CC)CCn1nc2c3c(c([N+](=O)[O-])ccc31)Nc1ccc(O)cc1-2
- Kohn-Sham gap (eV) = 7.165

The geometry in ORCA input format:
```
! wB97M-V def2-TZVPD RIJCOSX def2/J DEFGRID3
* xyz 0 1
C -1.797 -3.794 -3.199
C -1.901 -4.029 -1.707
N -2.472 -2.884 -0.902
C -3.935 -2.711 -0.850
C -4.415 -1.624 -1.817
C -1.555 -1.760 -0.722
C -1.808 -0.953 0.538
N -0.634 -0.060 0.765
N -0.496 1.112 0.019
C 0.656 1.667 0.419
C 1.220 0.856 1.497
C 2.398 1.134 2.164
C 2.784 0.254 3.212
N 3.963 0.451 3.973
O 4.749 1.337 3.660
O 4.227 -0.416 4.826
C 1.900 -0.805 3.531
C 0.737 -1.077 2.776
C 0.418 -0.212 1.713
N 3.041 2.330 1.806
C 2.687 3.123 0.684
C 3.506 4.224 0.260
C 3.169 4.954 -0.873
C 2.000 4.651 -1.579
O 1.730 5.359 -2.724
C 1.116 3.649 -1.129
C 1.488 2.848 -0.021
H -1.243 -2.890 -3.468
H -2.842 -3.693 -3.582
H -1.355 -4.700 -3.637
H -2.480 -4.935 -1.529
H -0.882 -4.212 -1.359
H -4.440 -3.638 -1.114
H -4.257 -2.437 0.172
H -5.497 -1.660 -1.869
H -4.095 -0.639 -1.453
H -4.032 -1.748 -2.838
H -1.595 -1.092 -1.590
H -0.525 -2.111 -0.672
H -2.715 -0.329 0.441
H -1.895 -1.680 1.363
H 2.061 -1.497 4.354
H 0.098 -1.927 3.034
H 3.795 2.603 2.437
H 4.384 4.510 0.827
H 3.803 5.796 -1.166
H 0.793 5.236 -3.069
H 0.141 3.421 -1.600
*
```

***

(4)
An isolated molecule of C26H35NO4S, computed with ωB97M-V/def2-TZVPD.

Computed properties:
- DFT total energy (eV) = -48045.78532
- HOMO (Eh) = -0.3047
- LUMO (eV) = 0.61
- energy relative to the best compared isomer or geometry (same formula, charge and spin) (kJ/mol) = 209.3
- structure (SMILES) = CCO[C@@H]1OC(C(=O)N2CCCCCCC2)=C[C@H](c2csc3ccccc23)[C@H]1CCCO
- Kohn-Sham gap (eV) = 8.900

The geometry in ORCA input format:
```
! wB97M-V def2-TZVPD RIJCOSX def2/J DEFGRID3
* xyz 0 1
C 2.222 3.596 -1.392
C 1.705 2.316 -2.042
O 0.470 1.880 -1.484
C 0.573 1.130 -0.324
O 1.076 -0.145 -0.698
C 0.930 -1.138 0.231
C 1.784 -2.353 -0.016
O 2.525 -2.757 0.865
N 1.698 -2.949 -1.222
C 0.678 -2.671 -2.206
C 1.216 -2.509 -3.628
C 2.182 -1.340 -3.803
C 3.471 -1.416 -2.978
C 4.194 -2.770 -3.032
C 4.022 -3.617 -1.770
C 2.592 -4.069 -1.462
C 0.183 -1.029 1.325
C -0.678 0.169 1.610
C -2.021 -0.278 2.114
C -2.746 -1.257 1.525
S -4.272 -1.566 2.278
C -3.954 -0.329 3.461
C -4.794 0.064 4.492
C -4.375 1.075 5.331
C -3.133 1.682 5.147
C -2.298 1.291 4.123
C -2.698 0.275 3.252
C -0.809 1.034 0.340
C -1.354 2.438 0.623
C -2.879 2.515 0.613
C -3.362 3.867 1.143
O -2.972 4.102 2.474
H 2.456 3.436 -0.343
H 1.472 4.379 -1.464
H 3.124 3.922 -1.902
H 1.484 2.496 -3.097
H 2.450 1.517 -1.967
H 1.290 1.580 0.389
H -0.047 -3.500 -2.200
H 0.155 -1.760 -1.923
H 0.355 -2.345 -4.281
H 1.691 -3.434 -3.955
H 2.446 -1.287 -4.863
H 1.664 -0.415 -3.543
H 4.138 -0.638 -3.360
H 3.255 -1.164 -1.941
H 5.265 -2.595 -3.153
H 3.869 -3.334 -3.908
H 4.640 -4.514 -1.860
H 4.383 -3.052 -0.909
H 2.621 -4.676 -0.550
H 2.187 -4.674 -2.273
H 0.163 -1.843 2.031
H -0.198 0.768 2.395
H -2.472 -1.839 0.666
H -5.751 -0.417 4.627
H -5.013 1.399 6.139
H -2.824 2.470 5.816
H -1.338 1.768 3.996
H -1.466 0.529 -0.377
H -0.988 2.788 1.590
H -0.973 3.117 -0.141
H -3.303 1.726 1.237
H -3.252 2.378 -0.402
H -2.920 4.680 0.563
H -4.457 3.927 1.050
H -3.283 3.370 3.022
*
```

***

(5)
C6H15InNO2 as an isolated structure at a distorted geometry, computed with ωB97M-V/def2-TZVPD.

Computed properties:
- DFT total energy (eV) = -17185.35346
- HOMO (Eh) = -0.7177
- LUMO (eV) = -16.68
- energy relative to the best compared isomer or geometry (same formula, charge and spin) (kJ/mol) = 123.1
- Kohn-Sham gap (eV) = 2.845

The geometry in ORCA input format:
```
! wB97M-V def2-TZVPD RIJCOSX def2/J DEFGRID3
* xyz 3 1
In 0.117 1.851 1.176
C 0.465 4.629 -0.271
O -0.468 3.815 0.603
C -1.501 2.841 0.039
C 2.444 -0.452 -0.508
N 1.929 -1.379 0.282
C 1.285 -2.612 -0.211
C -0.261 -2.600 -0.263
O -0.930 -2.595 0.964
C -2.362 -2.620 0.807
H -0.169 5.304 -0.824
H 1.104 4.028 -1.003
H 1.179 5.066 0.424
H -1.595 2.684 -1.011
H -2.448 3.056 0.531
H 3.114 0.265 -0.142
H 2.135 -0.466 -1.541
H 2.041 -1.503 1.245
H 1.635 -3.497 0.334
H 1.596 -2.745 -1.224
H -0.539 -3.501 -0.834
H -0.464 -1.685 -0.842
H -2.814 -3.564 1.088
H -2.622 -2.454 -0.234
H -2.869 -1.866 1.414
*
```

***

(6)
An isolated molecule of C5H9NO at a distorted geometry, computed with ωB97M-V/def2-TZVPD.

Computed properties:
- DFT total energy (eV) = -8865.39591
- HOMO (Eh) = -0.3301
- LUMO (eV) = 1.07
- energy relative to the best compared isomer or geometry (same formula, charge and spin) (kJ/mol) = 368.3
- structure (SMILES) = C=C[C@]1(C)ON1C
- Kohn-Sham gap (eV) = 10.055

The geometry in ORCA input format:
```
! wB97M-V def2-TZVPD RIJCOSX def2/J DEFGRID3
* xyz 0 1
C 1.713 1.109 -0.437
C 1.172 0.164 0.324
C 0.028 -0.647 -0.131
C 0.103 -2.124 0.181
O -0.609 -0.281 -1.304
N -1.322 -0.054 -0.073
C -1.637 1.330 0.162
H 2.576 1.669 -0.115
H 1.369 1.282 -1.444
H 1.510 -0.034 1.331
H -0.837 -2.595 -0.091
H 0.911 -2.581 -0.386
H 0.268 -2.273 1.245
H -2.417 1.645 -0.530
H -0.785 2.012 0.093
H -2.043 1.378 1.174
*
```